Record 1
The following is a DFT calculation (ωB97M-V with the def2-TZVPD basis set) of the ion C10H11BrN2O3PS3 with charge +1 in a non-equilibrium geometry.

Properties
highest occupied orbital energy	-12.24	eV
strongest force on any atom	1.49	eV Å⁻¹
total charge	+1
relative energy (zero: lowest compared OMol25 entry of this formula, charge and spin)	0.000	eV
LUMO	-0.157	Eh

```
31
Properties=species:S:1:pos:R:3:lowdin_charge:R:1
C 3.59 0.84 2.64 0.163
C 2.81 1.28 1.85 -0.160
C 1.88 1.80 0.84 -0.135
C 0.77 0.81 0.64 -0.424
N 0.04 0.69 -0.43 0.019
C 0.07 1.47 -1.70 -0.116
O 1.32 1.96 -2.02 -0.088
O 1.41 3.37 -1.81 0.027
C -0.97 -0.41 -0.37 -0.471
C -0.48 -1.64 -1.13 -0.100
C 1.01 -1.92 -0.98 -0.817
O 1.81 -1.27 -1.57 0.069
Br 1.57 -3.36 0.17 0.785
N -2.22 0.14 -0.94 0.099
C -3.02 -0.59 -1.51 -0.782
S -4.02 -1.49 -2.27 0.884
C -1.24 -0.52 1.14 -0.636
P -2.23 -1.94 1.80 0.355
S -1.15 -3.18 2.82 0.183
S 0.39 -0.29 1.92 1.077
H 4.27 0.30 3.27 0.057
H 2.44 1.98 -0.08 0.130
H 1.42 2.71 1.23 0.153
H -0.68 2.26 -1.69 0.159
H -0.22 0.76 -2.48 0.150
H 1.01 3.55 -0.94 0.090
H -0.61 -1.45 -2.20 0.136
H -1.08 -2.51 -0.86 0.110
H -1.79 0.39 1.39 0.095
H -2.91 -2.46 0.69 -0.014
H -3.19 -1.28 2.60 0.000
```

=====

Record 2
The following is a DFT calculation (ωB97M-V with the def2-TZVPD basis set) of the molecule C5H12N2 in a non-equilibrium geometry.

Properties
structure (SMILES)	C=C(N)C[C@@H](C)N
highest occupied orbital energy	-7.79	eV
strongest force on any atom	1.72	eV Å⁻¹
relative energy (zero: lowest compared OMol25 entry of this formula, charge and spin)	0.987	eV
LUMO	0.039	Eh

```
19
Properties=species:S:1:pos:R:3:lowdin_charge:R:1
C 1.08 0.80 2.09 0.012
C 0.03 0.20 1.50 -0.446
N -1.27 0.32 1.90 0.092
C 0.28 -0.78 0.35 -0.124
C -0.35 -0.24 -0.95 -0.445
C 0.59 0.74 -1.68 -0.076
N -0.65 -1.31 -1.89 0.022
H 0.96 1.38 2.99 0.042
H 2.07 0.63 1.70 0.042
H -1.58 0.84 2.71 0.102
H -1.92 -0.33 1.50 0.085
H -0.18 -1.74 0.57 0.110
H 1.35 -0.87 0.24 0.103
H -1.24 0.35 -0.72 0.126
H 1.61 0.37 -1.83 0.076
H 0.10 0.99 -2.62 0.071
H 0.80 1.70 -1.20 0.075
H -0.04 -1.46 -2.66 0.061
H -1.63 -1.58 -2.00 0.073
```